Entry from OMol25: the molecule C4H6BrP in a non-equilibrium geometry (ωB97M-V with the def2-TZVPD basis set).

```
12
Properties=species:S:1:pos:R:3:forces:R:3:lowdin_charge:R:1
C 1.87942 -0.82698 0.09424 0.2 0.1 -0.4 -0.016
C 0.83543 -0.25734 -0.47878 0.7 1.6 2.1 -0.253
C 0.25928 1.04622 0.10701 -1.9 -3.2 2.0 -0.450
P -1.56048 1.28775 -0.11994 -0.8 0.1 -0.9 0.846
C -2.21822 -0.24859 0.05079 1.1 2.0 0.5 -1.014
Br -4.06248 -0.48840 -0.13331 0.1 -0.4 0.1 0.581
H 2.34410 -1.57850 -0.53377 0.5 -0.3 0.7 0.056
H 2.31891 -0.39881 0.99967 0.0 -0.6 -0.2 0.068
H 0.62103 -0.59982 -1.45018 -1.0 -0.1 -1.0 0.080
H 0.35623 1.19858 1.23193 0.5 -0.7 -1.2 0.095
H 0.78756 1.79720 -0.32411 1.2 2.6 -1.4 0.018
H -1.56078 -0.93132 0.55646 -0.4 -1.2 -0.3 -0.011
```
Positions in Å, forces in eV/Å.

## Properties
ΔE to the lowest compared entry with this formula, charge and spin	49.3	kcal per mole
E	-83573.938	eV
largest force on an atom	4.209	eV/Å
M	164.97	g mol⁻¹
LUMO energy	0.035	eV
E_HOMO	-0.3258	hartree